Record 1
ORCA calculation (wB97M-V/def2-TZVPD) on a molecular structure, C4H7NS2.

Positions of all 14 atoms, in Å:
C: 0.24603 -0.78809 -1.47462
C: 1.31177 0.03391 -0.80001
C: 0.85039 0.05813 0.66040
C: -0.65391 0.04531 0.61307
N: -0.86973 -0.92041 -0.93523
S: -1.40043 1.64099 0.23539
S: -1.44195 -0.86362 1.94359
H: 0.43796 -1.25177 -2.43682
H: 2.31091 -0.37800 -0.91765
H: 1.29646 1.04215 -1.23113
H: 1.17956 -0.85641 1.15944
H: 1.21140 0.92533 1.21308
H: -2.38914 1.13604 -0.50209
H: -2.08932 0.17643 2.47258

energy above the lowest of the compared OMol25 structures with the same formula, charge and spin	108.1	kJ/mol
E_HOMO	-8.930	eV
electronic energy	-27420.7255	eV
molecular weight	133.2	g/mol
total charge	0


Record 2
ORCA calculation (wB97M-V/def2-TZVPD) on a gas-phase ion, C4H8ClN2O (charge +1).

Positions of all 16 atoms, in Å:
C: -1.23442 -0.18984 0.32779
C: -1.06543 -1.41287 -0.17202
C: 1.52125 0.04174 -0.09234
C: -2.49931 0.49208 -0.03368
N: -0.42254 0.46089 1.29310
N: 2.81364 0.65867 -0.18288
O: 0.85772 0.53203 1.01915
Cl: 0.06997 -2.59489 0.24792
H: -1.91675 -1.88991 -0.62001
H: 1.01291 -0.40761 -0.84548
H: -2.75790 1.25140 0.71621
H: -3.36555 -0.25314 -0.02926
H: -2.41733 0.80117 -1.11795
H: 3.70718 0.07686 -0.04913
H: 2.72972 1.24477 0.59756
H: 2.96682 1.18865 -1.05898

energy above the lowest of the compared OMol25 structures with the same formula, charge and spin	526.0	kJ/mol
E_HOMO (alpha / beta)	-12.663 / -13.094	eV
electronic energy	-21815.0297	eV
molecular weight	135.6	g/mol
total charge	+1


Record 3
ORCA calculation (wB97M-V/def2-TZVPD) on a single Cl2O4S2 molecule.

Positions of all 8 atoms, in Å:
O: 1.70939 0.52975 1.11903
O: -0.45023 1.37356 1.57902
O: 0.52797 -1.40131 -1.59250
O: -0.53170 -2.10483 0.53428
S: 0.43056 0.85849 0.63145
S: -0.30002 -1.10493 -0.48160
Cl: 0.86724 2.30664 -0.81178
Cl: -2.25322 -0.45736 -0.97790

energy above the lowest of the compared OMol25 structures with the same formula, charge and spin	0.0	kJ/mol
E_HOMO	-11.818	eV
electronic energy	-54902.7064	eV
SMILES	O=S(=O)(Cl)S(=O)(=O)Cl
molecular weight	199.0	g/mol
total charge	0


Record 4
ORCA calculation (wB97M-V/def2-TZVPD) on 2 unconnected molecules or ions with the total composition C38H40N5O3.

Positions of all 86 atoms, in Å:
C: -3.30993 -6.01188 1.45357
N: -2.45322 -4.84843 1.45775
C: -1.54163 -4.65122 2.45667
O: -1.36704 -5.39845 3.41585
C: -0.80231 -3.35299 2.14530
C: 0.68771 -3.57963 1.92545
C: 1.37824 -4.06865 3.17563
C: 2.08232 -5.27554 3.15153
C: 2.64818 -5.77688 4.32701
C: 2.51758 -5.05995 5.52473
C: 1.84982 -3.82714 5.53532
C: 1.28969 -3.32625 4.35450
N: -1.47690 -2.87321 0.94137
C: -1.11185 -1.71688 0.34991
C: -1.70142 -1.22859 -0.81189
C: -1.34330 -0.05578 -1.46252
C: -1.98004 0.39078 -2.66726
C: -1.64273 1.62889 -3.31082
C: -2.37973 2.11860 -4.37930
C: -3.44976 1.35919 -4.90918
N: -4.15310 1.77955 -6.06967
O: -5.05373 1.02769 -6.51205
O: -3.85803 2.86408 -6.61569
C: -3.77879 0.12043 -4.33434
C: -3.02641 -0.37705 -3.28565
C: -2.52668 -3.79079 0.45612
C: -2.19840 -4.37525 -0.92874
C: -3.92012 -3.14328 0.49453
H: -3.04578 -6.64811 2.30364
H: -4.36685 -5.72217 1.53803
H: -3.18393 -6.58247 0.52326
H: -0.97098 -2.63991 2.97116
H: 0.80719 -4.32578 1.12345
H: 1.13909 -2.63708 1.58069
H: 2.14674 -5.82226 2.20720
H: 3.18384 -6.72891 4.29967
H: 2.94204 -5.45956 6.44966
H: 1.75718 -3.25169 6.45784
H: 0.75984 -2.36996 4.34029
H: -0.30040 -1.15680 0.82906
H: -2.51134 -1.81934 -1.23760
H: -0.56180 0.57792 -1.01207
H: -0.76752 2.18361 -2.95577
H: -2.16070 3.07681 -4.84925
H: -4.61573 -0.43156 -4.75274
H: -3.24731 -1.38872 -2.94087
H: -1.25599 -4.93969 -0.87244
H: -3.00932 -5.04338 -1.24625
H: -2.07745 -3.59166 -1.68023
H: -4.18618 -2.94624 1.54269
H: -3.94232 -2.19405 -0.04492
H: -4.65097 -3.82777 0.04651
C: 2.82197 7.36545 -1.56032
C: 2.82505 7.09249 -0.18687
C: 3.20206 5.82665 0.27075
C: 3.50443 4.81058 -0.64152
C: 3.76984 3.39875 -0.17347
N: 2.89404 2.41335 -0.79474
C: 3.39123 1.38754 -1.69736
C: 2.13992 0.57365 -1.96279
N: 1.09270 1.16496 -1.13523
C: 1.58801 2.19661 -0.49126
C: 0.90161 3.09885 0.47171
C: 1.30257 3.08736 1.81825
C: 0.76336 4.01928 2.70338
C: -0.20084 4.92819 2.25613
C: -0.65255 4.88447 0.93284
C: -0.11596 3.95842 0.03876
C: 3.57834 5.10469 -2.00520
C: 3.21852 6.37560 -2.46909
H: 2.52176 8.35000 -1.92003
H: 2.54196 7.86259 0.53636
H: 3.25069 5.60386 1.33952
H: 4.80075 3.12290 -0.43367
H: 3.66650 3.34380 0.91904
H: 3.80634 1.82976 -2.61217
H: 4.16702 0.78625 -1.20375
H: 1.84753 0.61676 -3.02036
H: 2.31001 -0.47738 -1.69491
H: 2.02771 2.34275 2.15970
H: 1.10356 4.02981 3.74365
H: -0.61564 5.66015 2.95224
H: -1.42822 5.57282 0.59689
H: -0.45961 3.89260 -0.99605
H: 3.92149 4.33060 -2.69771
H: 3.25411 6.58327 -3.54183

energy above the lowest of the compared OMol25 structures with the same formula, charge and spin	18.9	kJ/mol
E_HOMO	-10.727	eV
electronic energy	-53638.9860	eV
molecular weight	614.8	g/mol
total charge	+1


- What is the electronic energy in the second record?
  -21815.0297 eV